Formula: C44H116N8O16
Source: the OMol25 dataset
Level of theory: ωB97M-V/def2-TZVPD

```
184
Properties=species:S:1:pos:R:3:forces:R:3
O 2.741514 -4.865366 -1.067683 0.3 -0.3 -0.6
O -0.754882 -1.284293 0.922463 0.0 0.5 -0.3
O 2.345529 3.888601 -2.522944 0.2 0.3 -0.3
O -2.309600 0.469824 -0.715813 0.8 -0.2 -0.3
O -2.865209 3.056319 -5.372383 0.3 0.3 -0.4
O -2.851258 -2.810283 -0.646638 0.0 0.1 0.1
O 4.032067 -1.526521 4.589210 -0.3 -0.3 -0.4
O 0.460586 -5.504796 3.703063 -0.7 -0.3 0.5
O 4.691208 -0.294245 -3.327066 0.2 0.7 0.4
O 0.555879 0.319338 -5.739052 -0.4 -0.4 0.5
O 3.459235 -0.907671 0.478735 -0.8 0.7 -0.2
O -2.605106 -1.068924 -3.027672 0.0 0.2 -0.2
O -2.869485 6.302822 -0.217737 0.2 -0.2 0.2
O -6.885083 -0.051933 0.867242 0.2 -0.2 0.6
O 0.896930 1.723128 2.884110 -0.1 0.4 -0.8
O -0.105808 -0.492192 6.803827 0.1 0.7 -0.1
N 0.384098 -5.501040 0.547924 -0.3 -0.2 -0.2
N -3.892725 0.251794 1.599745 0.0 0.1 -0.4
N -1.634366 0.035070 3.463323 1.0 -0.1 0.8
N -3.854036 3.802117 -2.774253 0.1 -1.0 0.6
N 3.099503 1.726630 -5.439154 0.0 0.5 0.1
N 2.065130 -1.371434 -3.887006 0.7 -0.2 0.0
N -0.078499 5.013667 4.231217 -0.2 0.0 0.0
N 2.745253 -3.830076 2.593741 0.7 0.2 0.2
C 0.020476 -0.834990 -5.055276 -0.7 0.5 -0.5
C 2.901508 3.018861 -4.740457 -0.7 -1.1 0.3
C 2.822030 -1.544939 -2.644525 -0.5 -0.1 0.1
C -2.928048 4.541161 -1.918534 0.1 0.5 -0.1
C -3.492852 7.461143 0.276911 -1.0 -0.1 -0.3
C 2.519727 -2.526504 1.994272 -0.7 0.1 0.1
C 0.667571 -1.025994 -3.709379 0.6 -0.5 0.2
C 0.666147 0.350286 7.644028 0.1 -1.2 0.7
C -2.687584 -2.484099 -3.040134 0.5 0.6 1.6
C 2.182187 1.197878 2.579786 -0.7 -0.8 0.2
C 1.610238 3.589155 -5.353003 0.5 1.1 0.5
C 4.439019 0.057881 0.257225 1.4 0.2 -0.3
C -0.160684 -0.529474 -0.156809 -0.2 -1.2 0.1
C -2.242269 2.583782 -4.201297 -0.3 -0.4 0.7
C -0.482474 -4.919336 1.580026 0.6 -0.7 -0.6
C 0.078892 -5.782839 5.035275 0.4 0.7 0.7
C 3.791850 -1.915136 1.399169 0.5 -1.3 -0.1
C 1.953486 3.690463 -1.191276 -0.9 -0.7 -0.2
C 0.993071 3.009332 3.437379 0.3 0.3 1.2
C -7.814253 -0.424565 -0.118705 0.6 -0.4 0.1
C -5.031311 1.195539 1.656045 1.5 0.0 0.5
C 3.511335 -2.827001 4.817877 1.2 -0.7 0.4
C 1.494335 -5.222132 -1.629363 -1.1 0.1 0.4
C -3.307253 2.486196 -3.129245 -0.3 -0.6 -0.3
C 0.409146 -4.733117 -0.681748 0.7 0.4 -0.3
C 6.033233 0.064594 -3.151159 1.4 -1.0 -0.6
C 3.791146 -5.466241 -1.823093 -0.2 0.9 -0.1
C -0.078525 -0.027919 5.462918 -1.5 -0.1 -0.2
C -0.922828 0.736687 -0.454634 -0.8 0.5 0.7
C 4.326758 -1.579212 -2.896290 -0.9 -0.8 -0.2
C 3.749450 -3.821477 3.677020 -1.1 0.1 -1.5
C 2.761168 2.735968 -3.232527 -0.2 -0.1 0.0
C 4.016752 -0.715362 5.757728 0.2 0.7 -1.2
C -1.073819 3.922363 2.307912 0.0 -1.8 -0.6
C -4.444924 2.593060 1.681560 -0.2 0.6 -0.9
C -1.935408 3.279889 -6.417231 -0.3 -0.1 -0.2
C -3.643291 5.684228 -1.212967 -0.5 0.5 -1.0
C -0.604833 -5.818150 2.810092 0.2 0.7 -0.6
C -3.558829 -2.964166 -1.875758 -0.3 -0.3 -0.7
C 0.461776 0.197197 -7.140240 -0.3 -0.5 -0.2
C -5.956451 0.958342 0.480851 -1.0 -0.6 -0.1
C -1.350003 -0.559544 4.779558 -0.8 -1.3 0.4
C -0.354721 3.682979 3.639762 -0.2 1.1 -1.3
C -1.288706 -2.087167 4.679220 1.2 -0.2 -1.1
H -1.598254 -5.613796 3.225121 0.2 0.0 0.5
H -3.058915 -2.828639 -4.001144 -0.1 0.1 0.0
H -4.096404 1.815057 -3.489156 -0.2 0.4 -0.3
H -2.272180 -0.740854 -2.160649 -0.6 -0.2 -0.3
H 1.715881 0.176042 7.397866 0.2 0.7 0.0
H 1.114456 4.279792 -4.665573 0.2 0.1 0.0
H -2.457715 3.122543 -7.358808 0.0 -0.2 -0.1
H -3.488645 8.300470 -0.428660 0.8 0.1 0.0
H 5.362328 -0.393017 -0.132386 0.0 -0.2 0.1
H -1.537670 -1.663120 0.486553 0.1 -0.1 0.4
H -2.930648 1.889426 -2.296111 0.1 0.7 0.4
H -1.538171 4.296220 -6.456811 0.0 0.2 0.4
H 2.174804 1.284693 -5.418779 0.6 -0.1 -0.1
H 3.735082 1.123287 -4.927871 0.1 0.0 0.0
H -0.417113 -6.745334 5.173411 0.1 -0.1 -0.2
H 0.902928 -0.370874 0.040829 -0.1 0.2 0.2
H 1.893997 4.149177 -6.244537 -0.3 -0.1 -0.1
H -2.121729 4.981244 -2.516130 0.3 0.0 0.2
H 1.252209 -4.739586 -2.587670 0.7 0.1 -0.2
H -1.190747 2.961814 1.783991 -0.3 0.0 0.2
H -3.995855 4.248903 -3.673330 0.0 0.4 0.2
H 1.802677 -2.682133 1.181848 0.2 0.1 -0.2
H 0.960359 -5.717764 5.676193 0.2 -0.3 -0.2
H -6.521042 1.834284 0.140607 0.1 0.3 0.3
H 4.514566 -2.344336 -3.664107 0.1 0.2 -0.3
H 4.567048 -1.588519 2.099495 -0.5 0.4 0.4
H 1.894362 -4.257171 2.937503 -0.1 0.2 -0.1
H 0.668724 1.166225 -7.586685 0.4 -0.1 0.0
H -8.307028 -1.331154 0.234618 -0.3 0.3 0.2
H 0.209193 -1.876100 -3.190879 -0.2 0.0 -0.2
H -0.139868 1.065539 5.438230 0.3 0.1 0.1
H 0.666241 -3.673033 -0.528763 -0.1 0.2 0.3
H 3.692808 -4.860398 4.007900 0.5 0.2 0.6
H -2.247038 -0.396474 5.386167 0.4 0.6 0.5
H -4.232069 -0.692057 1.447453 0.0 0.0 0.3
H 5.043909 -0.435081 6.006750 0.0 -0.4 0.4
H -3.811505 2.775081 0.807926 -0.1 -0.1 -0.1
H -7.290579 -0.758572 -1.025274 -0.1 0.5 -0.2
H -3.477443 -2.992938 0.061922 0.1 0.0 0.0
H 0.527790 -0.195292 -2.999669 -0.1 0.4 -0.4
H -1.665467 -2.846917 -2.877477 -0.1 -0.6 -0.2
H 4.738637 -4.982079 -1.582728 -0.1 -0.2 0.4
H 3.461850 -1.174643 6.571970 0.1 0.1 0.1
H -3.081045 7.689502 1.253598 0.2 0.3 -0.1
H -1.471244 -4.790333 1.134412 0.0 0.1 0.0
H 3.568926 0.230233 5.434156 -0.4 0.0 0.5
H -3.326582 0.292059 2.459792 -0.1 -0.3 -0.3
H 1.344143 -5.554052 0.877370 0.0 0.1 0.2
H 4.897626 -1.945007 -2.035884 -0.1 0.5 0.3
H -1.143512 -0.514270 2.754683 -0.1 0.2 -0.2
H -0.405835 -2.338105 4.068269 -0.1 0.0 -0.2
H -1.061971 -0.705151 -4.962133 0.0 0.1 0.2
H 4.118492 -3.221697 5.644969 -0.5 -0.2 0.3
H 4.182733 0.794333 -0.505498 -0.7 -0.3 -0.1
H -3.819332 2.802543 2.547068 -0.2 -0.2 0.2
H 2.079788 0.197011 2.165986 -0.4 0.0 0.0
H -0.491389 4.472945 1.564582 0.0 0.6 0.4
H 0.146936 -1.703376 -5.709741 0.4 -0.2 0.3
H 0.795755 -0.367171 4.894332 0.2 0.0 0.2
H -0.533899 -6.884734 2.576860 -0.2 0.1 -0.3
H 2.446689 -2.806986 5.078829 0.0 0.1 0.1
H 3.754477 3.684217 -4.876369 -0.1 0.1 -0.3
H -2.133799 -2.505140 4.129894 -0.2 0.1 0.3
H -3.855745 6.423264 -2.002304 -0.1 0.1 0.0
H -8.519326 0.392706 -0.289799 -0.1 -0.2 -0.3
H 0.860239 2.843604 -5.597466 0.3 -0.3 0.0
H -2.463798 3.881701 -1.183298 -0.2 -0.2 0.0
H 6.202837 1.133397 -3.046820 -0.5 0.1 0.0
H -0.217300 -1.251528 -0.983513 0.2 0.6 -0.5
H -4.630638 5.389902 -0.840704 0.1 -0.3 0.3
H -0.972583 5.481203 4.365964 0.0 -0.2 0.4
H 1.416976 -6.301924 -1.797044 0.1 -0.1 0.2
H 2.564468 -0.770962 -1.907819 0.3 0.2 0.0
H 2.482112 -2.470987 -2.173305 0.2 -0.2 0.0
H 0.283841 5.565422 3.454226 0.4 0.0 0.2
H 0.358806 1.397817 7.665544 0.1 0.1 -0.5
H 1.500319 2.957902 4.411848 -0.1 -0.2 0.2
H 4.686620 -3.664054 3.139347 0.4 0.1 0.7
H -1.125384 0.913847 3.511122 -0.2 0.2 -0.7
H -1.816419 1.585001 -4.352357 0.2 0.0 -0.2
H -1.031885 3.106704 4.272523 0.3 0.0 0.3
H -0.464885 1.291517 -1.277255 -0.2 -0.2 -0.3
H 2.534238 -0.696717 -4.474481 -0.1 0.2 0.0
H 2.111991 4.592571 -0.603465 0.3 0.0 0.0
H -3.863211 -4.009972 -1.992017 0.2 -0.1 -0.1
H 0.874730 3.477481 -1.156469 -0.1 0.1 0.0
H 0.539630 -0.007727 8.669410 -0.1 -0.1 -0.1
H 3.825766 -6.538699 -1.629553 0.1 -0.1 -0.2
H -0.573889 -4.999872 5.439355 -0.3 0.0 -0.3
H -0.533824 -4.687591 -1.230969 -0.3 -0.5 0.3
H 4.743440 0.641058 1.134490 -0.3 -0.3 0.3
H -1.082515 -2.647655 5.589237 -0.5 0.4 0.4
H 3.686819 2.363700 -2.779252 0.3 0.0 -0.2
H -5.478027 1.065505 2.646927 -0.9 -0.1 -0.4
H 3.630682 -5.222693 -2.879801 0.0 -0.5 -0.1
H 2.076438 1.878323 -3.157536 -0.5 0.2 0.3
H 1.648769 3.707323 2.899220 -0.1 -0.2 -0.7
H 2.698095 1.068500 3.533763 0.7 0.4 -0.2
H -1.101169 2.586981 -6.325588 0.1 -0.1 -0.2
H -0.947228 1.431860 0.392338 0.6 -0.2 0.2
H 6.548417 -0.454623 -2.333244 -0.6 0.1 0.5
H -2.779156 0.419479 0.158226 -0.2 0.0 -0.1
H -0.532431 -0.111916 -7.489966 -0.2 0.2 0.3
H -4.579331 7.322550 0.382938 0.0 -0.4 0.4
H 6.648058 -0.278068 -3.996094 -0.2 0.2 -0.3
H 4.279873 -2.757499 0.879772 -0.1 0.1 -0.3
H -5.272600 3.305912 1.623685 0.2 0.2 0.2
H 2.412491 2.800036 -0.744953 0.4 0.2 0.1
H 2.678278 1.761416 1.788577 0.3 0.4 0.4
H -1.462302 3.270525 -3.854615 0.2 0.0 -0.2
H -4.485249 -2.382744 -1.881133 0.1 0.2 0.1
H 1.982052 -1.862327 2.688472 0.4 0.3 0.0
H -2.080703 4.305883 2.459851 0.1 0.4 -0.1
H 1.122775 -0.607165 -7.479823 0.3 0.3 -0.2
H -5.432991 0.593247 -0.411752 0.5 0.2 0.1
H -0.079997 -3.936499 1.849059 -0.4 0.2 0.4
```
Positions in Å, forces in eV/Å.

Computed properties:
* charge: 0
* energy relative to the best compared isomer or geometry (same formula, charge and spin): 72.3 kcal per mole
* HOMO energy: -8.36 eV
* 2S+1: 1
* SMILES string: COC[C@H](C)N.COC[C@H](C)N.COC[C@H](C)N.COC[C@H](C)N.COCCNCCOC.COCCNCCOC.COCCNCCOC.COCCNCCOC.OCCO.OCCO
* lowest unoccupied orbital energy: 0.373 eV
* Kohn-Sham gap: 8.728 eV